[1]
Density functional theory data (the ωB97M-V functional and the def2-TZVPD basis) for C5H8O in the gas phase.

HOMO level   -9.746 eV
SMILES   O=CC1CCC1
Relative energy (zero: lowest compared OMol25 entry of this formula, charge and spin)   1.199 eV

Last column: natural (NBO) charge in e.
CARTESIAN COORDINATES (ANGSTROEM)
O 2.22229 0.00648 -1.15405  -0.5268
C 1.87087 0.35178 -0.04980  0.4496
C 0.54608 -0.01248 0.56751  -0.3357
C -0.23110 -1.15821 -0.11673  -0.3995
C -1.42257 -0.20824 -0.37967  -0.3998
C -0.60158 0.97790 0.18078  -0.3799
H 2.51993 1.01364 0.56548  0.1062
H 0.66478 -0.11826 1.65170  0.2157
H 0.26905 -1.50326 -1.02482  0.2295
H -0.44218 -2.01693 0.52658  0.2080
H -1.72252 -0.11316 -1.42707  0.2084
H -2.31191 -0.44061 0.21270  0.2038
H -0.30966 1.71298 -0.57634  0.2105
H -1.05146 1.50836 1.02370  0.2099

Atomic forces in eV per Å
O -0.0915 0.1392 0.4779
C -0.0166 -0.0832 -0.2383
C 0.1490 -0.1032 0.0148
C 0.0147 -0.1551 -0.0186
C -0.1323 -0.0163 -0.0594
C -0.0759 0.2124 0.0106
H -0.0546 -0.0423 -0.1217
H -0.0050 0.0294 -0.1761
H -0.0687 0.0534 0.1299
H 0.0385 0.1317 -0.1150
H 0.0482 -0.0103 0.1755
H 0.1345 0.0460 -0.0729
H -0.0202 -0.1368 0.1199
H 0.0800 -0.0650 -0.1268

[2]
Density functional theory data (the ωB97M-V functional and the def2-TZVPD basis) for 3 unconnected molecules or ions with the total composition C6H14O2.

HOMO level   -9.112 eV
SMILES   C=C/C(C)=C/C.O.O
Relative energy (zero: lowest compared OMol25 entry of this formula, charge and spin)   2.292 eV

Last column: natural (NBO) charge in e.
CARTESIAN COORDINATES (ANGSTROEM)
C 0.11100 0.54544 2.54431  -0.3867
C -0.35968 -0.41161 1.75842  -0.1920
C 0.00171 -0.76084 0.35699  -0.0645
C -1.10805 -0.56106 -0.63046  -0.6764
C 1.20323 -1.25347 0.05439  -0.1683
C 1.70448 -1.51919 -1.35435  -0.6557
H 0.88507 1.29866 2.48267  0.2023
H -0.27605 0.54725 3.56161  0.1914
H -1.16729 -1.03021 2.14593  0.1993
H -1.74141 -1.45153 -0.59499  0.2279
H -0.75568 -0.59360 -1.66573  0.2165
H -1.53647 0.43745 -0.56648  0.2414
H 1.94770 -1.31694 0.83960  0.2020
H 1.37367 -2.48938 -1.72322  0.2163
H 2.78974 -1.46517 -1.34438  0.2177
H 1.32345 -0.73337 -2.00059  0.2239
O -3.21950 2.03653 -0.10775  -0.9186
H -3.23897 2.65931 -0.84491  0.4633
H -3.50316 1.26394 -0.66175  0.4608
O 1.78299 1.75110 -1.05687  -0.9562
H 2.61270 1.84109 -0.61471  0.4729
H 1.17053 1.20562 -0.57774  0.4826

Atomic forces in eV per Å
C -0.1544 -0.2997 1.4866
C 0.1218 -0.1113 -0.5754
C 0.3369 0.4161 0.4239
C 0.7875 -0.4098 -1.1716
C 0.2982 0.5410 -0.4817
C -0.3604 0.1653 0.7518
H 0.1608 -0.2008 -1.0662
H -0.2564 0.0715 -0.0922
H -0.0168 0.1146 0.1536
H -0.7607 0.5709 0.3306
H 0.3926 -0.1016 0.0607
H -0.6186 -0.3924 0.5881
H -0.1319 -0.2173 0.1864
H 0.1155 -0.0611 -0.0929
H 0.0489 -0.1416 -0.2143
H 0.1146 -0.1008 -0.2994
O -0.6172 -1.0548 -1.7013
H 0.2339 0.7574 0.4031
H 0.2739 0.3826 1.2909
O -0.4775 0.7868 -1.4894
H 0.4521 -0.2402 0.7448
H 0.0573 -0.4751 0.7640

[3]
Density functional theory data (the ωB97M-V functional and the def2-TZVPD basis) for 2 unconnected molecules or ions with the total composition C4H7NO.

HOMO level   -8.280 eV
Relative energy (zero: lowest compared OMol25 entry of this formula, charge and spin)   4.927 eV

Last column: natural (NBO) charge in e.
CARTESIAN COORDINATES (ANGSTROEM)
O 1.50955 -1.83158 0.26764  -0.5463
C 1.55083 -0.82086 -0.39074  0.5304
N 1.36550 0.44896 0.15027  -0.7458
C -0.51824 1.15649 -0.00978  0.0025
C -1.33225 0.21355 0.84660  -0.5706
C -1.34010 0.03885 -0.63566  -0.5695
H 1.65556 -0.80828 -1.48894  0.1280
H 1.53327 0.51757 1.14922  0.4219
H 1.69822 1.24469 -0.37539  0.4311
H -0.84942 -0.58304 1.41095  0.2331
H -2.15580 0.69408 1.37308  0.2308
H -2.16462 0.40224 -1.24694  0.2310
H -0.90826 -0.88617 -1.01066  0.2235

Atomic forces in eV per Å
O 0.0015 0.4810 -0.2584
C -0.0937 -0.1857 0.1486
N 0.1144 -0.0417 0.1090
C -0.0657 -0.2448 0.0271
C 0.0163 0.0270 0.1323
C -0.0380 -0.0204 -0.1370
H 0.0047 -0.0307 0.1328
H -0.1235 -0.0202 -0.1411
H 0.0506 -0.1308 -0.0258
H -0.0693 0.1446 -0.0890
H 0.1227 -0.1174 -0.0901
H 0.1239 -0.0498 0.1217
H -0.0440 0.1890 0.0696

What did the first record say?
Density functional theory data (the ωB97M-V functional and the def2-TZVPD basis) for C5H8O in the gas phase.

HOMO level   -9.746 eV
SMILES   O=CC1CCC1
Relative energy (zero: lowest compared OMol25 entry of this formula, charge and spin)   1.199 eV

Last column: natural (NBO) charge in e.
CARTESIAN COORDINATES (ANGSTROEM)
O 2.22229 0.00648 -1.15405  -0.5268
C 1.87087 0.35178 -0.04980  0.4496
C 0.54608 -0.01248 0.56751  -0.3357
C -0.23110 -1.15821 -0.11673  -0.3995
C -1.42257 -0.20824 -0.37967  -0.3998
C -0.60158 0.97790 0.18078  -0.3799
H 2.51993 1.01364 0.56548  0.1062
H 0.66478 -0.11826 1.65170  0.2157
H 0.26905 -1.50326 -1.02482  0.2295
H -0.44218 -2.01693 0.52658  0.2080
H -1.72252 -0.11316 -1.42707  0.2084
H -2.31191 -0.44061 0.21270  0.2038
H -0.30966 1.71298 -0.57634  0.2105
H -1.05146 1.50836 1.02370  0.2099

Atomic forces in eV per Å
O -0.0915 0.1392 0.4779
C -0.0166 -0.0832 -0.2383
C 0.1490 -0.1032 0.0148
C 0.0147 -0.1551 -0.0186
C -0.1323 -0.0163 -0.0594
C -0.0759 0.2124 0.0106
H -0.0546 -0.0423 -0.1217
H -0.0050 0.0294 -0.1761
H -0.0687 0.0534 0.1299
H 0.0385 0.1317 -0.1150
H 0.0482 -0.0103 0.1755
H 0.1345 0.0460 -0.0729
H -0.0202 -0.1368 0.1199
H 0.0800 -0.0650 -0.1268